Entry 1:
The following is a DFT calculation (the ωB97M-V functional and the def2-TZVPD basis) of an isolated molecule of C6H13N3 in a non-equilibrium geometry.

Geometry as XYZ:
```
22
Properties=species:S:1:pos:R:3:forces:R:3
C -0.298287 0.558164 1.270092 -1.7 -0.7 2.2
C 1.100852 0.497402 0.852555 1.4 0.5 -0.1
C -0.829871 0.866179 -0.115529 0.4 3.6 0.8
C -0.936165 2.430263 -0.338362 1.6 -1.3 1.3
C 1.541993 -1.849956 0.516349 -2.8 -2.1 -2.5
C -1.323929 -1.172224 -1.095557 -0.2 -3.2 0.7
N 1.847298 -0.415483 -1.171244 1.3 0.1 -2.1
N 1.482354 -0.487714 0.015762 0.2 -0.7 2.0
N -0.883129 0.144311 -1.127116 -1.4 1.0 -1.5
H -0.622667 -0.413285 1.686415 -0.2 0.5 -0.1
H -0.499306 1.405650 2.042080 0.3 -1.6 -1.4
H 1.366782 1.449714 0.473876 0.7 0.8 -0.6
H -1.023357 2.570546 -1.400662 0.1 0.5 -0.3
H -0.085982 3.010029 0.182896 -1.2 -0.8 -1.1
H -1.838990 2.701174 0.181402 -0.5 0.4 0.1
H 2.454598 -2.376303 0.295707 0.5 0.4 -0.5
H 1.421966 -1.867032 1.542466 -0.5 0.1 2.1
H 0.662098 -2.451464 -0.027285 2.1 1.1 1.4
H -1.164139 -1.703119 -0.088878 -0.8 0.7 -1.0
H -2.412200 -1.236022 -1.428006 1.3 0.1 0.6
H -0.744548 -1.809435 -1.781383 -0.3 0.3 -0.1
H 1.739870 0.519226 -1.543712 -0.3 0.4 0.2
```
Positions in Å, forces in eV/Å.

Its HOMO energy (alpha / beta) is -7.643 / -7.642 eV. The value obtained for the LUMO energy (alpha / beta) is 0.478 / 0.476 eV. The relative energy (zero: lowest compared OMol25 entry of this formula, charge and spin) is 119.4 kcal/mol. As for the orbital gap (alpha / beta): 8.120 / 8.119 eV. The electronic energy comes out at -10898.235 eV.



Entry 2:
The following is a DFT calculation (the ωB97M-V functional and the def2-TZVPD basis) of a cluster of 2 separate species, C6H15N2 in total in a non-equilibrium geometry.

Geometry as XYZ:
```
23
Properties=species:S:1:pos:R:3:forces:R:3
C -0.232399 1.362795 0.960570 -0.3 0.8 0.3
C -0.901401 0.448483 0.036568 1.1 0.4 0.7
C -2.163820 0.899840 -0.502708 -1.8 -0.1 -0.7
C -0.465531 -3.047605 0.375123 -3.7 -0.4 -2.0
C -0.740951 -1.985999 -0.636077 1.2 0.6 -2.8
C 2.998815 2.220255 -0.613592 1.3 2.5 -0.7
N 2.634127 1.256563 0.064023 1.3 -3.3 2.0
N -0.355949 -0.701506 -0.038696 1.1 -0.8 0.3
H 0.563097 1.955368 0.588314 0.8 0.2 -0.7
H 0.078201 0.884737 1.852232 0.7 -0.8 0.7
H -2.799077 0.027406 -0.757185 0.0 0.8 0.1
H -2.103279 1.567860 -1.392410 0.4 -0.6 0.4
H -2.599530 1.561691 0.277176 -0.2 -0.8 -0.6
H -1.075294 -3.942044 0.187835 0.4 0.2 0.0
H 0.503767 -3.263141 0.411957 4.0 -1.1 0.4
H -0.805916 -2.622176 1.240115 -0.7 0.5 2.8
H -1.745436 -2.026371 -1.062645 0.0 0.5 0.4
H -0.043723 -2.009024 -1.533468 -0.9 -0.5 0.8
H 4.080673 2.688502 -0.706930 -2.3 -1.0 0.0
H 2.093584 2.667951 -0.998078 0.5 1.2 -1.1
H -0.951542 2.044189 1.298506 -1.1 1.2 0.5
H 3.433400 0.773166 0.530869 -0.6 0.4 -0.3
H 0.598190 -0.760931 0.418495 -1.5 0.2 -0.6
```
Positions in Å, forces in eV/Å.

Its HOMO energy is -13.622 eV. The value obtained for the LUMO energy is -3.603 eV. The relative energy (zero: lowest compared OMol25 entry of this formula, charge and spin) is 62.4 kcal/mol. As for the orbital gap: 10.019 eV. The electronic energy comes out at -9437.267 eV. As for the charge: +1.



Entry 3:
The following is a DFT calculation (the ωB97M-V functional and the def2-TZVPD basis) of a structure of composition C24H48FeN2O14 in a non-equilibrium geometry.

Geometry as XYZ:
```
89
Properties=species:S:1:pos:R:3:forces:R:3
Fe 0.350271 -0.250304 0.092162 -0.1 -0.1 -0.3
N -1.043069 2.577226 0.718972 -0.8 -1.7 0.9
O -0.518169 1.660596 0.070972 1.7 -1.1 -2.1
O -0.475659 3.628316 0.859382 0.6 1.8 0.1
O -2.115359 2.284126 1.235082 -1.5 0.7 1.0
N 2.057771 -2.872274 0.919892 2.4 1.1 0.9
O 1.710241 -3.843104 1.555312 -0.5 -1.0 0.2
O 3.221061 -2.492864 0.796132 2.3 -1.0 0.5
O 1.277351 -2.096494 0.402292 -4.5 1.4 -1.7
C -2.010109 -1.534954 -3.470728 0.0 0.7 0.1
C -2.239349 -0.734964 -2.227788 0.9 0.8 2.4
O -1.318519 -0.478454 -1.439408 -1.5 -0.5 -1.3
C -3.678139 -0.226294 -1.928098 0.5 -0.6 -0.5
H -2.466549 -0.907894 -4.236598 -0.2 -0.5 -0.5
H -2.462639 -2.524334 -3.403928 -0.2 0.1 -0.1
H -0.946229 -1.647954 -3.679248 -0.1 0.0 0.2
H -4.359699 -1.053024 -2.128338 -0.1 -0.1 0.0
H -3.965689 0.566206 -2.618998 0.2 0.0 -0.2
H -3.874339 0.147246 -0.923078 0.6 -0.1 0.0
C 0.353871 3.116546 4.152552 -0.3 1.2 0.3
C -0.749369 3.908356 4.845822 -0.1 1.7 0.7
O -0.601489 5.058706 5.265762 0.0 -2.0 -0.8
C -2.047249 3.173476 5.005492 -0.6 -0.6 0.2
H 0.074821 2.910986 3.119122 -0.2 -0.3 0.1
H 0.514821 2.215546 4.744492 0.2 -0.1 -0.2
H 1.223271 3.773256 4.121492 0.2 -0.3 0.2
H -2.873349 3.709106 5.473212 0.3 0.6 -0.3
H -1.938859 2.311766 5.664132 0.5 -0.2 0.0
H -2.350329 2.752686 4.046752 -0.1 0.2 -0.2
C -2.174869 -0.527444 3.451172 -0.5 -0.3 -0.8
C -2.306059 -1.010214 1.993552 2.2 -0.8 -0.2
O -1.316559 -1.029964 1.248392 -2.3 0.0 0.9
C -3.636129 -1.605314 1.568692 -0.2 0.3 0.1
H -2.760229 -1.219594 4.056462 0.0 0.1 0.2
H -2.611329 0.466356 3.551062 -0.1 0.0 -0.1
H -1.144769 -0.500204 3.806502 -0.1 0.0 -0.4
H -4.218829 -0.746634 1.235202 -0.2 0.1 -0.1
H -4.204059 -2.069844 2.374772 0.2 0.2 0.3
H -3.633579 -2.335654 0.759562 0.6 0.3 -0.1
C 2.812261 1.216686 2.926252 -0.1 1.3 0.1
C 1.743821 0.197616 2.979482 0.7 -0.5 -0.9
O 0.917691 0.173866 2.086522 0.0 -0.2 1.2
C 1.835801 -0.806254 4.080362 -1.3 -0.1 -0.1
H 2.376721 2.094576 2.449052 0.1 0.0 0.0
H 3.623851 0.882896 2.279722 0.1 -0.2 0.2
H 3.145131 1.517576 3.919612 0.3 -0.2 -0.1
H 1.650561 -0.251084 4.999912 0.4 -0.1 0.3
H 2.795131 -1.323544 4.094402 0.0 0.2 0.0
H 1.010191 -1.510584 3.978492 0.2 -0.2 -0.1
C -2.128189 -6.388584 -0.825208 0.8 -0.4 0.7
C -1.670569 -5.128114 -1.487688 -1.2 0.5 -0.3
O -1.985799 -4.933904 -2.645148 0.4 0.4 0.0
C -0.852499 -4.095674 -0.672348 -0.8 -1.1 -1.6
H -2.841139 -7.042804 -1.327008 -0.2 0.7 -0.3
H -2.432399 -6.140884 0.191742 0.0 -0.3 0.1
H -1.228939 -7.002444 -0.773848 0.2 -0.1 0.5
H -1.388649 -3.709784 0.194672 0.2 -0.3 0.1
H -0.694259 -3.292404 -1.391948 0.4 0.1 0.3
H 0.060041 -4.637244 -0.423228 0.2 0.5 0.5
C 3.103261 -2.207664 -2.795988 0.2 -1.9 -0.3
C 2.162251 -1.129574 -3.024088 -1.8 1.9 2.4
O 1.317911 -0.826914 -2.158788 1.1 -0.4 -2.1
C 2.356651 -0.270574 -4.246388 0.0 -0.6 0.0
H 2.818901 -2.858734 -1.969338 0.1 0.4 0.2
H 4.141481 -1.887314 -2.709028 -0.1 0.1 -0.1
H 3.010431 -2.817814 -3.694438 0.5 -0.3 -0.2
H 2.945671 -0.793824 -4.999618 -0.1 0.0 -0.1
H 2.970301 0.557886 -3.892588 -0.3 0.3 -0.2
H 1.396781 0.050386 -4.651038 0.2 0.2 0.1
C 4.269841 0.875156 -1.367658 -0.6 0.8 -0.3
C 3.119541 1.566056 -0.658468 -0.7 -2.7 1.1
O 2.145081 0.906126 -0.270548 1.4 1.2 -0.7
C 3.215361 3.006586 -0.343008 0.0 0.4 -0.2
H 4.218821 1.180146 -2.412878 0.3 0.4 -0.1
H 4.219971 -0.212934 -1.408648 0.0 0.2 0.8
H 5.165111 1.314546 -0.927728 0.3 -0.5 -0.2
H 2.769871 3.460326 -1.228308 -0.5 0.5 0.2
H 4.211571 3.446666 -0.298298 0.1 -0.4 0.1
H 2.661901 3.206416 0.574522 -0.2 0.3 -0.4
C -2.262979 3.296856 -3.146988 0.2 -0.2 0.0
C -0.872359 3.530126 -3.739558 -0.1 1.2 -1.5
O -0.716509 4.394006 -4.600878 -0.2 -1.0 1.1
C 0.284641 2.654646 -3.301148 -0.1 0.7 0.3
H -2.475829 3.843356 -2.228218 0.5 0.1 0.2
H -2.381729 2.240596 -2.905498 -0.1 0.0 0.0
H -3.031269 3.645926 -3.836898 0.2 -0.2 -0.2
H 0.530101 2.989216 -2.293228 -0.3 -0.5 0.5
H 1.205141 2.867006 -3.844918 -0.3 -0.1 -0.6
H 0.008451 1.600676 -3.332358 0.2 0.0 0.3
```
Positions in Å, forces in eV/Å.

Its HOMO energy (alpha / beta) is -8.733 / -8.565 eV. The value obtained for the LUMO energy (alpha / beta) is 0.283 / 0.280 eV. As for the orbital gap (alpha / beta): 9.017 / 8.845 eV. The electronic energy comes out at -91691.537 eV. Its multiplicity is 5.